Record 1
{"formula": "C3H2CuLiMgO3", "method": "ωB97M-V/def2-TZVPD", "max_force_ha_per_bohr": 0.0414, "multiplicity": 1, "lumo_ev": -9.15, "de_lowest_kj_mol": 52.07, "charge": 2, "species": ["C", "C", "O", "H", "H", "Li", "Cu", "O", "C", "O", "Mg"], "positions_angstrom": [[-1.13004, 0.76520, 1.06588], [0.00801, 0.13060, 0.73552], [-2.30804, 0.15548, 1.16504], [-1.09840, 1.84696, 1.25998], [0.11128, -0.93762, 0.54540], [-3.92034, 0.78096, 0.63561], [-2.28395, -1.43616, 2.48591], [1.07314, 0.95548, 0.20544], [2.29162, 0.49491, 0.31631], [2.41179, -0.69234, 0.86198], [4.22624, 0.19404, 0.99252]], "forces_ev_per_angstrom": [[1.654, 0.307, -0.354], [-0.436, 0.429, -0.989], [-1.053, -1.183, 1.309], [-0.097, -0.285, -0.313], [-0.082, 0.385, 0.036], [0.159, 0.028, -0.075], [0.080, 0.784, -0.699], [0.293, -0.331, 0.639], [-0.624, -1.431, 1.444], [1.306, 1.598, -0.418], [-1.200, -0.302, -0.580]]}

---

Record 2
{"formula": "C29H51B2F9NO14S", "method": "ωB97M-V/def2-TZVPD", "max_force_ha_per_bohr": 0.0182, "multiplicity": 1, "lumo_ev": 2.01, "charge": -1, "species": ["C", "C", "B", "O", "C", "O", "B", "O", "N", "O", "O", "C", "S", "O", "O", "C", "F", "F", "C", "F", "F", "C", "F", "F", "C", "F", "F", "F", "H", "H", "H", "H", "H", "H", "H", "H", "H", "C", "C", "O", "C", "H", "H", "H", "H", "H", "H", "C", "C", "O", "C", "H", "H", "H", "H", "H", "H", "C", "C", "O", "C", "H", "H", "H", "H", "H", "H", "C", "C", "O", "C", "H", "H", "H", "H", "H", "H", "C", "C", "O", "C", "H", "H", "H", "H", "H", "H", "C", "C", "O", "C", "H", "H", "H", "H", "H", "H", "C", "C", "O", "C", "H", "H", "H", "H", "H", "H"], "positions_angstrom": [[-0.31206, -1.87868, 0.53762], [0.84314, -1.12818, -0.17876], [0.89688, 0.35572, 0.33117], [1.43022, 0.66876, 1.57954], [0.34959, 1.55054, -0.55566], [1.22746, 1.55802, -1.69379], [0.40995, 1.46401, -2.91517], [0.99802, 2.18147, -4.09035], [1.97775, 1.43331, -4.66572], [1.83578, 1.31283, -5.83580], [-0.89532, 2.06728, -2.48373], [-1.00248, 1.37899, -1.29721], [-2.37612, 1.87435, -0.29645], [-2.38291, 1.02405, 0.87293], [-2.52334, 3.29721, -0.13352], [-3.83156, 1.38938, -1.35677], [-3.65236, 0.12746, -1.82517], [-3.86829, 2.22211, -2.41861], [-5.20288, 1.50526, -0.59698], [-5.03880, 1.60756, 0.74528], [-5.82617, 2.63194, -1.02405], [-6.20086, 0.33630, -0.84038], [-6.30366, 0.07183, -2.16009], [-7.41913, 0.77162, -0.41199], [-5.90180, -0.97751, -0.03504], [-4.60079, -1.17580, 0.15834], [-6.49162, -0.89561, 1.16653], [-6.41037, -2.02771, -0.69325], [-1.10828, -1.18502, 0.82696], [0.04637, -2.35166, 1.45444], [-0.73523, -2.63319, -0.12340], [1.79568, -1.63809, -0.00194], [0.64269, -1.10230, -1.25460], [2.35489, 0.39989, 1.60929], [0.45148, 2.52749, -0.06911], [0.17316, 0.29439, -3.25753], [-1.13391, 0.29812, -1.47637], [2.49305, 5.21163, -1.56833], [3.41906, 4.28818, -0.81636], [3.01876, 3.42452, -0.07123], [4.90202, 4.50865, -1.03173], [1.46259, 4.95341, -1.33416], [2.68626, 6.24679, -1.27752], [2.64568, 5.12383, -2.64501], [5.17665, 5.52311, -0.73584], [5.14584, 4.37899, -2.08747], [5.46719, 3.79112, -0.44031], [3.60914, -5.13617, 1.93979], [4.10083, -3.82148, 1.37762], [3.64589, -2.76792, 1.74698], [5.18349, -3.88789, 0.32486], [2.83260, -4.94809, 2.67723], [3.20260, -5.75540, 1.13797], [4.43381, -5.67691, 2.40810], [4.83409, -4.46165, -0.53536], [6.07057, -4.38111, 0.72900], [5.44283, -2.88174, 0.00130], [-0.28144, -7.38067, 0.02089], [0.05781, -6.03751, -0.58576], [-0.49607, -5.02571, -0.23757], [1.13097, -6.02186, -1.65126], [-1.06011, -7.25405, 0.76901], [-0.63097, -8.06455, -0.75459], [0.60330, -7.81551, 0.48983], [0.83603, -6.65260, -2.49166], [2.06879, -6.40777, -1.24587], [1.27988, -5.00242, -1.99977], [-4.07739, -1.46682, 3.99850], [-4.78621, -2.64559, 4.61563], [-4.19813, -3.60415, 5.06320], [-6.28959, -2.53098, 4.64156], [-3.00014, -1.61604, 3.99585], [-4.41907, -1.31800, 2.97353], [-4.32069, -0.57065, 4.57072], [-6.66810, -2.44680, 3.62143], [-6.57388, -1.63426, 5.18994], [-6.72035, -3.41177, 5.11632], [-6.60191, 2.46505, 3.48838], [-7.41957, 1.37207, 4.12840], [-6.89804, 0.40021, 4.62493], [-8.91967, 1.54024, 4.11011], [-5.54415, 2.22418, 3.56070], [-6.87286, 2.56873, 2.43617], [-6.79258, 3.41624, 3.98854], [-9.27281, 1.61151, 3.08018], [-9.19913, 2.45573, 4.63406], [-9.38983, 0.68806, 4.59516], [2.61218, 4.92456, -6.32098], [3.38838, 5.94171, -5.53275], [2.98900, 6.38437, -4.48032], [4.70692, 6.39443, -6.12044], [1.69475, 4.66864, -5.79832], [2.37452, 5.32287, -7.31009], [3.20720, 4.02148, -6.45058], [4.54373, 6.84204, -7.10228], [5.37442, 5.53935, -6.23871], [5.16974, 7.12616, -5.46163], [6.47166, -0.78113, 2.37566], [7.48545, -0.88371, 1.26317], [7.20654, -0.65950, 0.11062], [8.88571, -1.29451, 1.66618], [5.50529, -0.48397, 1.97728], [6.36754, -1.75040, 2.86689], [6.80116, -0.04818, 3.11425], [8.86495, -2.27515, 2.14516], [9.29757, -0.57484, 2.37554], [9.52109, -1.33650, 0.78465]], "forces_ev_per_angstrom": [[0.145, 0.325, -0.036], [-0.084, 0.182, -0.217], [-0.056, -0.001, 0.431], [0.293, 0.383, -0.649], [0.131, 0.267, -0.316], [0.128, -0.175, 0.021], [0.006, -0.312, 0.183], [-0.024, -0.037, -0.304], [-0.284, -0.137, 0.372], [0.118, 0.412, -0.185], [-0.029, -0.083, -0.139], [0.272, -0.030, -0.083], [0.120, 0.394, 0.839], [-0.063, 0.058, -0.514], [-0.006, -0.385, -0.202], [0.074, 0.203, -0.476], [-0.088, 0.367, 0.199], [-0.063, -0.428, 0.383], [-0.194, 0.281, -0.115], [-0.073, -0.039, -0.452], [0.220, -0.401, 0.241], [-0.357, 0.052, 0.000], [0.126, 0.083, 0.484], [0.298, -0.157, -0.220], [0.067, -0.051, 0.039], [-0.340, 0.003, -0.063], [0.108, -0.122, -0.231], [0.092, 0.268, 0.226], [-0.033, -0.091, -0.035], [-0.075, -0.043, -0.072], [0.013, -0.052, 0.212], [-0.057, -0.070, -0.108], [0.207, -0.157, 0.029], [-0.155, -0.410, 0.393], [-0.296, -0.049, 0.111], [0.175, 0.078, 0.020], [-0.320, 0.058, 0.172], [-0.167, -0.289, 0.186], [-0.130, -0.075, 0.074], [0.137, 0.229, 0.017], [0.035, -0.159, 0.057], [-0.009, -0.019, -0.012], [0.061, 0.018, -0.106], [0.029, 0.064, 0.134], [-0.007, 0.033, -0.086], [0.006, 0.084, -0.024], [-0.009, -0.005, -0.008], [-0.095, 0.107, 0.088], [0.019, -0.040, -0.138], [0.011, 0.091, 0.137], [-0.022, 0.176, 0.034], [-0.009, 0.006, -0.010], [0.067, -0.042, -0.012], [0.014, -0.054, -0.071], [0.037, -0.070, 0.020], [-0.020, -0.084, -0.041], [-0.006, -0.002, -0.006], [-0.095, 0.095, 0.079], [0.070, 0.001, -0.034], [-0.060, -0.133, 0.003], [-0.035, 0.158, 0.013], [0.001, 0.007, 0.001], [0.076, -0.040, -0.008], [0.018, -0.052, -0.065], [0.051, -0.066, 0.023], [-0.009, -0.088, -0.039], [-0.004, 0.004, 0.008], [0.282, -0.131, 0.088], [-0.015, 0.139, -0.146], [-0.022, -0.003, 0.036], [0.014, -0.444, 0.266], [-0.008, -0.056, 0.005], [-0.054, 0.093, 0.027], [-0.078, 0.063, -0.106], [-0.032, 0.148, 0.019], [-0.045, -0.084, -0.162], [0.038, -0.025, -0.033], [0.086, -0.117, 0.057], [0.117, 0.073, -0.129], [-0.126, 0.251, 0.073], [0.001, -0.149, 0.086], [0.000, -0.001, -0.020], [-0.042, 0.067, 0.027], [-0.060, 0.032, -0.060], [0.001, 0.087, -0.004], [-0.011, 0.051, -0.076], [0.004, -0.004, 0.001], [-0.165, 0.028, 0.123], [0.000, 0.053, 0.021], [0.082, 0.096, -0.154], [0.021, 0.082, 0.142], [-0.022, -0.045, 0.023], [0.064, -0.045, -0.023], [0.037, -0.064, -0.084], [0.026, -0.073, -0.048], [-0.014, -0.010, -0.087], [-0.012, -0.009, -0.001], [-0.107, 0.062, -0.185], [0.016, -0.003, 0.077], [-0.001, -0.037, -0.031], [0.026, 0.023, -0.154], [0.001, -0.028, -0.027], [0.026, 0.034, 0.095], [0.039, -0.074, 0.063], [0.002, 0.033, 0.083], [-0.015, -0.050, 0.072], [-0.005, 0.002, -0.004]]}

---

Record 3
{"formula": "C3H4LaLiO3", "method": "ωB97M-V/def2-TZVPD", "max_force_ha_per_bohr": 0.1050, "multiplicity": 1, "lumo_ev": [-9.14, -9.15], "de_lowest_kj_mol": 410.34, "charge": 2, "species": ["H", "O", "O", "C", "C", "H", "Li", "La", "O", "C", "H", "H"], "positions_angstrom": [[-2.18626, -0.98341, 0.81876], [-2.01313, 0.64503, -0.45142], [0.74022, 2.22349, 0.15004], [-1.76090, -0.56008, -0.11645], [1.33090, 1.34669, 0.69148], [-1.60431, -1.27694, -0.95525], [-1.02421, 2.13840, -0.76242], [3.89086, -0.02199, 0.05766], [1.71813, -0.87367, -0.58727], [0.54277, -0.54919, 0.10017], [0.12046, -1.55986, -0.11331], [0.24548, -0.52846, 1.16801]], "forces_ev_per_angstrom": [[0.986, 0.427, 0.082], [1.292, -2.533, 1.486], [1.800, -1.662, 1.920], [-3.220, 2.058, -3.077], [-1.842, 2.102, -3.212], [-0.023, 0.435, 0.732], [-0.393, -0.029, -0.047], [-3.325, -1.196, -0.669], [3.683, 3.007, 2.555], [0.422, -3.392, 0.141], [-1.463, 0.941, -0.419], [2.085, -0.158, 0.509]]}